(1)
The following is a quantum chemistry calculation of a structure of composition C47H74GeN2PtSi4Te, from the OMol25 dataset.

Computed properties:
Total energy   -5567.190223 Eh
E_HOMO   -6.9 eV
Energy relative to the best compared isomer or geometry (same formula, charge and spin)   24.3 kcal/mol
E_LUMO   -1.203 eV
Multiplicity   1

Geometry as XYZ:
```
130
Properties=species:S:1:pos:R:3:forces:R:3:lowdin_charge:R:1
Pt -0.32422 -0.06625 -0.83113 0.4 0.3 -0.2 0.33
C -5.21648 -2.76032 -1.32254 0.0 0.0 0.0 -0.05
C -3.87243 -2.76344 -0.59118 0.0 0.0 0.0 -0.37
C -4.01997 -3.35361 0.81164 0.0 0.0 0.0 -0.06
C -2.81928 -3.51634 -1.38089 0.0 0.0 0.0 -0.14
C -2.89407 -4.90347 -1.46985 0.0 0.0 0.0 -0.03
C -1.93525 -5.62699 -2.14936 0.0 0.0 0.0 -0.06
C -0.86890 -4.96782 -2.73739 0.0 0.0 0.0 -0.03
C -0.74055 -3.58382 -2.68679 0.0 0.0 0.1 -0.12
C 0.52812 -2.99452 -3.29299 0.0 -0.1 0.0 -0.36
C 1.61049 -2.82827 -2.22182 0.0 0.0 0.0 -0.07
C 0.39273 -1.71144 -4.11394 0.0 0.0 0.0 -0.08
C -1.75786 -2.87598 -2.02468 0.0 0.0 -0.1 -0.16
N -1.71202 -1.44647 -2.02375 0.1 0.0 0.5 0.00
C -2.46834 -0.81204 -2.81433 0.0 0.1 -0.1 -0.10
C -2.29434 0.63560 -2.91872 -0.1 0.0 0.0 -0.12
N -1.30063 1.21186 -2.36133 -0.1 -0.3 0.1 0.01
C -1.16463 2.60485 -2.71501 0.1 0.1 0.0 -0.15
C -1.50301 3.61718 -1.80814 0.0 0.0 0.0 -0.12
C -1.31162 4.93178 -2.22418 0.0 0.0 0.0 -0.03
C -0.81165 5.24231 -3.47366 0.0 0.0 0.0 -0.06
C -0.53491 4.22483 -4.36511 -0.1 0.0 0.0 -0.04
C -0.72183 2.89106 -4.01972 0.0 0.1 0.0 -0.13
C -0.51533 1.83351 -5.09749 -0.1 0.0 0.0 -0.36
C -1.68035 1.86808 -6.09664 0.0 0.0 0.0 -0.05
C 0.79441 1.98116 -5.87145 0.0 0.0 0.0 -0.06
C -2.10689 3.44126 -0.41903 -0.1 0.0 -0.1 -0.35
C -3.15398 2.33371 -0.27675 0.0 0.0 0.0 -0.07
C -1.04882 3.34048 0.67348 0.1 0.0 0.0 -0.06
H -5.97628 -2.25000 -0.72793 0.0 0.0 0.0 0.08
H -5.56166 -3.77999 -1.50529 0.0 0.0 0.0 0.08
H -5.14652 -2.25915 -2.29073 0.0 0.0 0.0 0.07
H -3.54487 -1.72766 -0.47682 0.0 0.0 0.0 0.12
H -4.39559 -4.37811 0.77357 0.0 0.0 0.0 0.07
H -4.73026 -2.76598 1.39431 0.0 0.0 0.0 0.08
H -3.06234 -3.35644 1.33450 0.0 0.0 0.0 0.07
H -3.71664 -5.42022 -0.99159 0.0 0.0 0.0 0.11
H -2.00935 -6.70476 -2.21447 0.0 0.0 0.0 0.11
H -0.10528 -5.53867 -3.25273 0.0 0.0 0.0 0.12
H 0.87762 -3.76651 -3.98527 0.0 0.0 0.0 0.13
H 1.32323 -2.06741 -1.49233 0.0 0.0 -0.1 -0.02
H 2.55283 -2.51347 -2.67606 0.0 0.0 0.0 0.09
H 1.78335 -3.76134 -1.68363 0.0 0.0 0.0 0.09
H 0.29644 -0.83472 -3.47150 0.0 0.0 0.0 0.03
H -0.45706 -1.74761 -4.80101 0.0 0.0 0.0 0.08
H 1.29831 -1.57424 -4.70897 0.0 0.0 0.0 0.09
H -3.18970 -1.30110 -3.46951 0.0 -0.1 0.0 0.14
H -2.99901 1.19283 -3.52930 0.0 0.1 0.0 0.13
H -1.56573 5.73028 -1.53619 0.0 0.0 0.0 0.12
H -0.65545 6.27512 -3.75723 0.0 0.0 0.0 0.11
H -0.17801 4.46802 -5.35776 0.0 0.0 0.0 0.11
H -0.49205 0.85025 -4.62887 0.0 0.0 0.0 0.09
H -1.70845 2.83455 -6.60414 0.0 0.0 0.0 0.08
H -2.65388 1.72669 -5.62556 0.0 0.0 0.0 0.07
H -1.55369 1.09362 -6.85588 0.0 0.0 0.0 0.08
H 0.80281 2.88634 -6.48150 0.0 0.0 0.0 0.08
H 0.91369 1.13351 -6.54873 0.0 0.0 0.0 0.09
H 1.64968 2.01388 -5.20248 -0.1 -0.1 -0.1 0.04
H -2.63843 4.38346 -0.25478 0.0 0.0 0.0 0.13
H -2.69234 1.34971 -0.17793 0.0 0.0 0.0 0.05
H -3.84738 2.32403 -1.12108 0.0 0.0 0.0 0.08
H -3.73839 2.50772 0.62868 0.0 0.0 0.0 0.08
H -0.43641 2.44629 0.54740 0.0 0.0 0.0 0.01
H -1.53202 3.27347 1.64637 0.0 0.0 0.0 0.05
H -0.40053 4.21834 0.67347 0.0 0.0 0.0 0.08
Ge 1.75623 0.97947 -0.24312 -0.2 0.3 -0.1 0.69
C 2.03135 2.53321 -1.43808 0.2 0.0 0.1 -0.34
C 2.32440 2.42056 -2.79710 0.0 0.1 0.1 -0.15
C 2.72705 3.52235 -3.54118 0.0 0.0 0.0 -0.10
C 2.79493 4.77597 -2.95264 0.0 0.0 0.0 -0.09
C 2.45451 4.91921 -1.61619 0.0 0.0 0.0 -0.09
C 2.09148 3.80643 -0.87035 0.1 0.0 0.0 -0.13
C 3.44379 -0.06365 -0.36369 0.0 0.0 0.0 -0.33
C 3.77835 -1.00824 0.60981 -0.1 -0.1 -0.1 -0.19
C 4.98690 -1.68734 0.58365 0.0 0.0 0.0 -0.09
C 5.90434 -1.44132 -0.42793 0.0 0.0 0.0 -0.10
C 5.60167 -0.49891 -1.39674 0.0 0.0 0.0 -0.09
C 4.39216 0.18559 -1.35618 0.0 0.0 0.0 -0.11
H 1.77358 1.66856 1.14002 0.0 -0.1 0.1 -0.04
H 2.24933 1.45483 -3.28865 0.0 -0.1 0.1 0.10
H 2.99258 3.40252 -4.58497 0.0 0.1 0.0 0.10
H 3.10884 5.63475 -3.53292 0.0 0.0 0.0 0.10
H 2.48964 5.89592 -1.14849 0.0 0.0 0.0 0.10
H 1.87946 3.92825 0.18599 0.0 0.0 0.0 0.08
H 3.08134 -1.22577 1.40702 0.0 0.0 0.0 0.01
H 5.21108 -2.40964 1.35993 0.0 0.0 0.0 0.10
H 6.84797 -1.97188 -0.45438 0.0 0.0 0.0 0.10
H 6.31120 -0.28228 -2.18616 0.0 0.0 0.0 0.10
H 4.21200 0.93824 -2.10927 -0.1 0.1 -0.1 0.08
C 0.50485 -2.84357 6.32135 0.0 0.0 0.0 -0.22
Si 0.72031 -2.76403 4.44919 0.0 0.0 0.0 0.30
C -0.44761 -4.06758 3.75633 0.0 0.0 0.0 -0.24
C 2.48641 -3.26028 4.01748 0.0 0.0 0.0 -0.22
Si 0.34478 -0.62011 3.50631 0.1 0.0 0.1 0.11
Te 0.26234 -1.55105 1.16281 -0.5 -0.2 -0.1 0.56
Si 2.12923 0.74189 4.27554 0.0 0.0 -0.1 0.35
C 3.80702 0.47291 3.47934 0.0 0.0 0.1 -0.21
C 2.37021 0.37343 6.10889 -0.1 0.0 0.0 -0.21
C 1.65856 2.55727 4.12352 0.1 0.0 0.0 -0.22
Si -1.67305 0.18661 4.41172 0.1 0.0 0.0 0.34
C -3.06400 -0.99187 3.97184 0.0 0.0 0.1 -0.22
C -1.46955 0.26833 6.28372 0.0 0.0 0.0 -0.21
C -2.19383 1.91430 3.87661 -0.1 -0.1 0.0 -0.21
H 0.97593 -3.76441 6.67845 0.0 0.0 0.0 0.03
H -0.55317 -2.89712 6.58614 0.0 0.0 0.0 0.02
H 0.94918 -2.00854 6.86129 0.0 0.0 0.0 0.01
H -0.22809 -5.02838 4.23214 0.0 0.0 0.0 0.03
H -0.34318 -4.18979 2.67787 0.0 0.0 0.0 -0.01
H -1.49023 -3.82074 3.96781 0.0 0.0 0.0 0.01
H 2.74386 -4.20006 4.51433 0.0 0.0 0.0 0.03
H 3.21400 -2.50686 4.32788 0.0 0.0 0.0 0.01
H 2.59218 -3.40598 2.94000 0.0 0.0 0.0 0.02
H 4.11587 -0.57325 3.51280 0.0 0.0 0.0 0.02
H 4.54596 1.05293 4.04096 0.0 0.0 0.0 0.04
H 3.83949 0.79514 2.44080 0.0 0.0 0.0 0.01
H 2.66625 -0.66257 6.28206 0.0 0.0 0.0 0.02
H 1.47232 0.57280 6.69712 0.0 0.0 0.0 0.01
H 3.17006 1.01467 6.49082 0.0 0.0 0.0 0.03
H 1.50890 2.84701 3.08076 0.0 0.0 0.0 0.00
H 2.45755 3.17987 4.53659 0.0 0.0 0.0 0.03
H 0.74380 2.78264 4.67557 0.0 0.0 0.0 0.01
H -2.94335 -1.96022 4.46202 0.0 0.0 0.0 0.02
H -3.07206 -1.16222 2.89509 0.0 0.0 -0.1 0.01
H -4.03328 -0.57964 4.26541 0.0 0.0 0.0 0.03
H -1.17262 -0.68348 6.72282 0.0 0.0 0.0 0.01
H -2.41780 0.57132 6.73726 0.0 0.0 0.0 0.03
H -0.72166 1.01461 6.56332 0.0 0.0 0.0 0.02
H -2.72049 1.89131 2.92056 0.0 0.0 0.0 0.01
H -1.35685 2.60521 3.79328 0.0 0.0 0.0 0.00
H -2.88142 2.31511 4.62743 0.0 0.0 0.0 0.04
```
Forces are in eV/Å.

(2)
The following is a quantum chemistry calculation of a structure of composition C12H29BrNbO6S3, from the OMol25 dataset.

Computed properties:
Total energy   -4751.454960 Eh
E_HOMO   -4.8 eV
Energy relative to the best compared isomer or geometry (same formula, charge and spin)   4.0 kcal/mol
E_LUMO   1.715 eV
Multiplicity   1
Net charge   -1

Geometry as XYZ:
```
52
Properties=species:S:1:pos:R:3:forces:R:3:nbo_charge:R:1
Br 3.97522 2.99720 2.99175 -0.1 0.0 0.0 -0.56
Nb 1.40244 3.13218 2.90136 2.6 -0.2 0.4 1.31
H 1.01431 1.82826 1.63816 -0.6 0.7 0.3 -0.35
H 1.38370 4.38151 1.49329 -0.6 -0.2 0.1 -0.43
H 1.05300 4.55923 4.04207 -0.6 -0.4 -0.5 -0.34
H 1.07383 1.87853 4.25998 -0.5 0.2 -0.2 -0.42
H -0.33917 3.22397 2.84447 0.0 0.0 0.0 -0.21
C 7.20381 1.51220 1.69220 0.2 0.0 -0.1 -0.42
C 8.36145 2.48512 1.41961 0.0 -0.2 0.0 -0.40
C 9.59999 1.64511 1.07293 -0.2 0.1 0.0 -0.67
S 8.97186 0.11223 0.33975 0.0 0.3 0.1 2.16
O 9.32637 -0.99198 1.19483 0.0 -0.1 0.1 -0.95
O 9.32245 0.05532 -1.05627 0.0 0.0 -0.2 -0.95
C 7.23308 0.49873 0.55237 0.0 0.1 0.1 -0.66
H 6.25052 2.02868 1.74146 -0.1 0.0 0.0 0.26
H 7.35812 1.00440 2.64454 0.0 0.0 0.0 0.21
H 8.10433 3.12859 0.57826 0.0 0.0 -0.1 0.21
H 8.55359 3.12691 2.27566 0.0 0.0 0.0 0.23
H 10.25582 2.11413 0.34636 0.1 0.0 -0.1 0.24
H 10.16794 1.36218 1.95506 0.0 -0.1 0.0 0.24
H 6.69743 -0.42324 0.75798 0.0 -0.1 0.0 0.26
H 6.88630 0.93411 -0.38279 0.0 0.0 -0.1 0.24
C -3.22512 0.34844 -1.65395 0.1 0.0 0.0 -0.40
C -1.78935 0.20308 -2.18710 0.0 0.1 0.2 -0.40
C -0.84822 0.84391 -1.15354 -0.2 -0.2 -0.1 -0.67
S -1.68149 0.68737 0.44769 0.0 -0.1 -0.5 2.18
O -2.01036 1.99983 0.91534 -0.3 0.2 0.1 -0.93
O -0.98703 -0.26403 1.26262 0.1 -0.2 0.3 -0.93
C -3.17772 -0.08700 -0.19542 0.2 0.6 -0.1 -0.67
H -3.93187 -0.25655 -2.22095 0.0 0.0 0.0 0.20
H -3.53635 1.39283 -1.72319 0.0 0.0 0.0 0.21
H -1.55645 -0.85637 -2.29892 0.0 -0.1 0.0 0.21
H -1.66874 0.67222 -3.16222 0.0 0.0 -0.1 0.21
H 0.11144 0.34501 -1.07568 0.1 0.0 0.1 0.25
H -0.69686 1.90599 -1.32255 0.0 0.1 0.0 0.25
H -4.01735 0.25875 0.40245 0.0 0.0 0.1 0.24
H -3.05901 -1.15192 -0.10141 0.1 -0.2 0.1 0.26
C -7.79217 -2.87680 -2.21572 0.1 0.0 0.1 -0.41
C -7.86180 -2.93968 -0.67962 0.2 -0.1 -0.1 -0.40
C -6.63973 -3.73446 -0.19740 -0.1 0.1 -0.1 -0.67
S -5.35250 -3.48183 -1.44369 -0.4 0.2 0.1 2.18
O -5.06145 -4.73599 -2.08138 0.0 -0.2 -0.1 -0.94
O -4.29097 -2.68604 -0.89227 0.0 -0.2 -0.1 -0.95
C -6.35683 -2.48678 -2.55542 -0.1 0.0 0.1 -0.67
H -8.50162 -2.16105 -2.62416 0.0 0.0 0.0 0.22
H -8.01887 -3.85558 -2.63989 0.0 0.0 0.0 0.21
H -7.82939 -1.92943 -0.27252 0.0 0.1 0.0 0.21
H -8.78345 -3.40239 -0.33576 -0.1 0.0 0.0 0.22
H -6.24886 -3.39210 0.75514 0.1 0.0 0.0 0.26
H -6.83066 -4.80317 -0.15584 0.0 -0.1 -0.1 0.24
H -6.05566 -2.70752 -3.57529 0.1 0.0 0.0 0.25
H -6.15793 -1.44210 -2.32241 0.0 0.0 0.0 0.24
```
Forces are in eV/Å.